# 1
Density functional theory data (the ωB97M-V functional and the def2-TZVPD basis) for a 6-piece molecular cluster, C44H67F5N2O20 overall at a distorted geometry.

Calculated values
Molecular weight   1039.00 g/mol
Charge   0
2S+1   1
DFT total energy   -104231.7252 eV
E_HOMO   -0.310 Ha

Bonds (Å) are listed after each position.
CARTESIAN COORDINATES (ANGSTROEM)
1 C -5.66 4.46 -1.33  C2 1.582, H37 1.122, H38 1.125, H39 1.116
2 C -4.47 4.26 -0.31  C1 1.582, C3 1.564, H40 1.120, H41 1.123
3 C -3.48 3.11 -0.70  C2 1.564, N4 1.493, H42 1.126, H43 1.128
4 N -4.10 1.75 -0.71  C3 1.493, C5 1.429, H44 1.017
5 C -3.36 0.91 0.18  N4 1.429, C6 1.477, C21 1.468
6 C -3.99 0.55 1.47  C5 1.477, C7 1.549, C11 1.467
7 C -5.40 1.03 1.89  C6 1.549, C8 1.556, H45 1.127, H46 1.121
8 C -5.42 2.40 2.63  C7 1.556, O9 1.172, F10 1.399
9 O -4.60 2.78 3.38  C8 1.172
10 F -6.55 3.19 2.39  C8 1.399
11 C -3.26 -0.30 2.41  C6 1.467, C12 1.572, C18 1.489
12 C -3.84 -0.70 3.82  C11 1.572, C13 1.579, H47 1.126, H48 1.116
13 C -4.13 -2.24 3.95  C12 1.579, C14 1.553, H49 1.126, H50 1.122
14 C -4.73 -2.91 2.68  C13 1.553, F15 1.381, F16 1.385, F17 1.367
15 F -3.78 -3.26 1.74  C14 1.381
16 F -5.32 -4.10 3.06  C14 1.385
17 F -5.67 -2.15 2.04  C14 1.367
18 C -1.92 -0.85 2.07  C11 1.489, N19 1.436, C20 1.447
19 N -1.24 -1.68 3.02  C18 1.436, H51 1.018, H52 1.017
20 C -1.34 -0.51 0.78  C18 1.447, C21 1.478, C35 1.560
21 C -2.04 0.39 -0.17  C5 1.468, C20 1.478, C22 1.541
22 C -1.34 0.71 -1.50  C21 1.541, O23 1.215, C24 1.560
23 O -1.98 1.24 -2.39  C22 1.215
24 C 0.15 0.36 -1.80  C22 1.560, C25 1.561, C29 1.363
25 C 0.75 1.00 -3.08  C24 1.561, F26 1.407, C27 1.589, H53 1.126
26 F 2.09 1.40 -3.00  C25 1.407
27 C 0.44 0.12 -4.37  C25 1.589, C28 1.570, H54 1.128, H55 1.123
28 C 1.38 -1.13 -4.52  C27 1.570, H56 1.115, H57 1.128, H58 1.115
29 C 0.75 -0.50 -0.93  C24 1.363, C30 1.553, C35 1.558
30 C 2.22 -0.99 -1.12  C29 1.553, C31 1.596, H59 1.128, H60 1.111
31 C 3.19 -0.39 -0.01  C30 1.596, O32 1.456, H61 1.125, H62 1.125
32 O 2.63 0.75 0.70  C31 1.456, C33 1.394
33 C 3.15 0.73 1.99  O32 1.394, O34 1.190, H63 1.131
34 O 2.57 1.17 2.93  C33 1.190
35 C 0.04 -1.08 0.33  C20 1.560, C29 1.558, O36 1.207
36 O 0.59 -1.95 0.96  C35 1.207
37 H -5.21 4.83 -2.29  C1 1.122
38 H -6.31 5.27 -0.89  C1 1.125
39 H -6.25 3.53 -1.48  C1 1.116
40 H -4.93 4.10 0.70  C2 1.120
41 H -3.87 5.21 -0.23  C2 1.123
42 H -2.63 3.08 0.04  C3 1.126
43 H -3.00 3.36 -1.70  C3 1.128
44 H -5.09 1.77 -0.49  N4 1.017
45 H -6.10 1.13 1.02  C7 1.127
46 H -5.90 0.28 2.56  C7 1.121
47 H -3.07 -0.42 4.59  C12 1.126
48 H -4.76 -0.12 4.08  C12 1.116
49 H -4.85 -2.42 4.79  C13 1.126
50 H -3.21 -2.83 4.23  C13 1.122
51 H -1.31 -1.29 3.95  N19 1.018
52 H -1.53 -2.66 2.97  N19 1.017
53 H 0.16 1.95 -3.26  C25 1.126
54 H 0.60 0.82 -5.24  C27 1.128
55 H -0.65 -0.13 -4.39  C27 1.123
56 H 1.45 -1.78 -3.62  C28 1.115
57 H 0.94 -1.77 -5.33  C28 1.128
58 H 2.37 -0.78 -4.91  C28 1.115
59 H 2.22 -2.10 -0.92  C30 1.128
60 H 2.62 -0.86 -2.15  C30 1.111
61 H 4.22 -0.18 -0.42  C31 1.125
62 H 3.35 -1.19 0.77  C31 1.125
63 H 4.18 0.28 2.14  C33 1.131
64 C 7.79 -5.04 -1.51  C65 1.516, H71 1.093, H72 1.091, H73 1.091
65 C 8.18 -3.60 -1.22  C64 1.516, O66 1.434, H74 1.091, H75 1.092
66 O 7.13 -2.91 -0.53  C65 1.434, C67 1.336
67 C 6.99 -3.20 0.77  O66 1.336, O68 1.204, O69 1.341
68 O 7.67 -3.97 1.40  C67 1.204
69 O 5.95 -2.51 1.24  C67 1.341, C70 1.428
70 C 5.63 -2.80 2.60  O69 1.428, H76 1.090, H77 1.091, H78 1.089
71 H 6.85 -5.08 -2.05  C64 1.093
72 H 8.57 -5.53 -2.11  C64 1.091
73 H 7.66 -5.61 -0.59  C64 1.091
74 H 8.33 -3.07 -2.16  C65 1.091
75 H 9.11 -3.54 -0.65  C65 1.092
76 H 6.50 -2.68 3.25  C70 1.090
77 H 5.23 -3.81 2.68  C70 1.091
78 H 4.87 -2.10 2.92  C70 1.089
79 C -4.82 -2.98 10.89  C80 1.516, H86 1.092, H87 1.091, H88 1.091
80 C -5.89 -3.72 10.11  C79 1.516, O81 1.434, H89 1.091, H90 1.092
81 O -6.99 -2.87 9.78  C80 1.434, C82 1.336
82 C -6.77 -2.00 8.79  O81 1.336, O83 1.206, O84 1.339
83 O -5.76 -1.89 8.15  C82 1.206
84 O -7.88 -1.26 8.63  C82 1.339, C85 1.427
85 C -7.75 -0.23 7.66  O84 1.427, H91 1.090, H92 1.091, H93 1.089
86 H -5.26 -2.51 11.78  C79 1.092
87 H -4.03 -3.66 11.21  C79 1.091
88 H -4.37 -2.19 10.30  C79 1.091
89 H -6.29 -4.53 10.72  C80 1.091
90 H -5.48 -4.18 9.21  C80 1.092
91 H -7.42 -0.62 6.70  C85 1.090
92 H -7.06 0.54 8.02  C85 1.091
93 H -8.73 0.23 7.53  C85 1.089
94 C 3.12 -7.60 -5.45  C95 1.516, H101 1.092, H102 1.091, H103 1.091
95 C 3.48 -6.16 -5.15  C94 1.516, O96 1.433, H104 1.091, H105 1.092
96 O 2.42 -5.49 -4.45  C95 1.433, C97 1.338
97 C 2.31 -5.79 -3.15  O96 1.338, O98 1.205, O99 1.339
98 O 3.01 -6.55 -2.53  C97 1.205
99 O 1.26 -5.12 -2.66  C97 1.339, C100 1.429
100 C 0.96 -5.43 -1.30  O99 1.429, H106 1.090, H107 1.091, H108 1.089
101 H 2.17 -7.65 -5.99  C94 1.092
102 H 3.90 -8.07 -6.06  C94 1.091
103 H 3.01 -8.18 -4.53  C94 1.091
104 H 3.62 -5.61 -6.08  C95 1.091
105 H 4.42 -6.08 -4.59  C95 1.092
106 H 1.83 -5.30 -0.66  C100 1.090
107 H 0.58 -6.45 -1.22  C100 1.091
108 H 0.18 -4.74 -0.97  C100 1.089
109 C -4.36 9.11 -6.05  C110 1.516, H116 1.092, H117 1.091, H118 1.091
110 C -4.78 9.28 -4.60  C109 1.516, O111 1.433, H119 1.091, H120 1.092
111 O -4.21 8.26 -3.77  C110 1.433, C112 1.338
112 C -2.92 8.40 -3.47  O111 1.338, O113 1.204, O114 1.339
113 O -2.20 9.30 -3.83  C112 1.204
114 O -2.54 7.35 -2.73  C112 1.339, C115 1.428
115 C -1.15 7.33 -2.42  O114 1.428, H121 1.090, H122 1.091, H123 1.089
116 H -4.60 8.10 -6.40  C109 1.092
117 H -4.86 9.84 -6.69  C109 1.091
118 H -3.28 9.23 -6.17  C109 1.091
119 H -5.86 9.18 -4.53  C110 1.091
120 H -4.51 10.27 -4.22  C110 1.092
121 H -0.83 8.26 -1.96  C115 1.090
122 H -0.57 7.13 -3.33  C115 1.091
123 H -0.98 6.52 -1.72  C115 1.089
124 C 5.41 2.32 -1.92  C125 1.516, H131 1.092, H132 1.091, H133 1.091
125 C 6.68 2.28 -1.10  C124 1.516, O126 1.434, H134 1.091, H135 1.092
126 O 7.66 1.40 -1.70  C125 1.434, C127 1.337
127 C 8.29 1.89 -2.77  O126 1.337, O128 1.204, O129 1.340
128 O 8.13 2.98 -3.26  C127 1.204
129 O 9.13 0.94 -3.21  C127 1.340, C130 1.427
130 C 9.81 1.30 -4.42  O129 1.427, H136 1.090, H137 1.091, H138 1.089
131 H 5.02 1.32 -2.09  C124 1.092
132 H 4.65 2.92 -1.42  C124 1.091
133 H 5.59 2.76 -2.91  C124 1.091
134 H 6.46 1.87 -0.12  C125 1.091
135 H 7.11 3.27 -0.95  C125 1.092
136 H 10.32 2.25 -4.32  C130 1.090
137 H 9.10 1.33 -5.25  C130 1.091
138 H 10.54 0.53 -4.63  C130 1.089

---

# 2
Density functional theory data (the ωB97M-V functional and the def2-TZVPD basis) for a 11-piece molecular cluster, C44H67N11 overall at a distorted geometry.

Calculated values
Molecular weight   750.10 g/mol
Charge   0
2S+1   1
DFT total energy   -63099.3632 eV
E_HOMO   -0.297 Ha

Bonds (Å) are listed after each position.
CARTESIAN COORDINATES (ANGSTROEM)
1 C 20.25 25.28 2.95  C2 1.399, C5 1.403, H6 1.080
2 C 19.71 24.03 3.26  C1 1.399, C3 1.330, H7 1.080
3 C 18.46 24.02 2.79  C2 1.330, N4 1.393, H8 1.080
4 N 18.14 25.21 2.14  C3 1.393, C5 1.414, H9 1.010
5 C 19.29 26.02 2.24  C1 1.403, N4 1.414, H10 1.080
6 H 21.14 25.72 3.37  C1 1.080
7 H 20.03 23.24 3.92  C2 1.080
8 H 17.79 23.21 3.04  C3 1.080
9 H 17.19 25.43 1.87  N4 1.010
10 H 19.20 27.05 1.92  C5 1.080
11 C 15.22 24.00 -1.85  C12 1.440, C15 1.404, H16 1.080
12 C 14.82 23.30 -0.65  C11 1.440, C13 1.461, H17 1.080
13 C 16.04 22.82 -0.02  C12 1.461, N14 1.383, H18 1.080
14 N 17.09 23.35 -0.75  C13 1.383, C15 1.362, H19 1.010
15 C 16.61 24.16 -1.73  C11 1.404, N14 1.362, H20 1.080
16 H 14.65 24.17 -2.75  C11 1.080
17 H 13.79 23.03 -0.44  C12 1.080
18 H 16.28 22.15 0.79  C13 1.080
19 H 18.09 23.20 -0.63  N14 1.010
20 H 17.22 24.51 -2.55  C15 1.080
21 C 20.15 23.39 -1.89  C22 1.351, C25 1.421, H26 1.080
22 C 20.39 22.14 -1.46  C21 1.351, C23 1.378, H27 1.080
23 C 20.61 22.14 -0.10  C22 1.378, N24 1.373, H28 1.080
24 N 20.34 23.42 0.32  C23 1.373, C25 1.374, H29 1.010
25 C 20.13 24.25 -0.76  C21 1.421, N24 1.374, H30 1.080
26 H 19.94 23.70 -2.91  C21 1.080
27 H 20.49 21.23 -2.03  C22 1.080
28 H 20.94 21.39 0.60  C23 1.080
29 H 20.52 23.74 1.26  N24 1.010
30 H 19.94 25.30 -0.62  C25 1.080
31 C 17.85 15.87 6.41  C32 1.397, C35 1.383, H36 1.080
32 C 16.86 16.86 6.31  C31 1.397, C33 1.359, H37 1.080
33 C 16.06 16.72 7.40  C32 1.359, N34 1.373, H38 1.080
34 N 16.54 15.67 8.14  C33 1.373, C35 1.331, H39 1.010
35 C 17.55 15.08 7.50  C31 1.383, N34 1.331, H40 1.080
36 H 18.55 15.74 5.60  C31 1.080
37 H 16.56 17.56 5.54  C32 1.080
38 H 15.18 17.20 7.80  C33 1.080
39 H 16.21 15.29 9.01  N34 1.010
40 H 18.01 14.21 7.95  C35 1.080
41 C 22.32 19.25 -1.44  C42 1.457, C45 1.399, H46 1.080
42 C 21.68 18.14 -0.76  C41 1.457, C43 1.356, H47 1.080
43 C 21.47 17.20 -1.71  C42 1.356, N44 1.386, H48 1.080
44 N 21.77 17.73 -2.96  C43 1.386, C45 1.411, H49 1.010
45 C 22.47 18.94 -2.79  C41 1.399, N44 1.411, H50 1.080
46 H 22.60 20.14 -0.89  C41 1.080
47 H 21.33 18.04 0.26  C42 1.080
48 H 21.07 16.20 -1.75  C43 1.080
49 H 21.55 17.21 -3.80  N44 1.010
50 H 22.88 19.49 -3.63  C45 1.080
51 C 14.95 20.02 5.70  C52 1.544, H56 1.090, H57 1.090, H58 1.090
52 C 13.61 20.69 6.05  C51 1.544, C53 1.576, H59 1.090, H60 1.090
53 C 13.48 22.01 6.91  C52 1.576, C54 1.461, H61 1.090, H62 1.090
54 C 14.02 21.79 8.25  C53 1.461, N55 1.180
55 N 14.41 21.64 9.35  C54 1.180
56 H 15.59 20.59 5.03  C51 1.090
57 H 14.77 19.00 5.36  C51 1.090
58 H 15.48 19.85 6.64  C51 1.090
59 H 13.05 19.96 6.64  C52 1.090
60 H 13.04 20.79 5.13  C52 1.090
61 H 12.44 22.28 7.09  C53 1.090
62 H 13.98 22.89 6.50  C53 1.090
63 C 23.11 20.75 1.90  C64 1.551, H68 1.090, H69 1.090, H70 1.090
64 C 24.49 20.23 2.37  C63 1.551, C65 1.581, H71 1.090, H72 1.090
65 C 25.41 19.57 1.27  C64 1.581, C66 1.446, H73 1.090, H74 1.090
66 C 25.70 20.52 0.21  C65 1.446, N67 1.158
67 N 25.96 21.21 -0.68  C66 1.158
68 H 22.64 21.33 2.70  C63 1.090
69 H 22.56 19.81 1.83  C63 1.090
70 H 23.21 21.40 1.03  C63 1.090
71 H 24.30 19.54 3.19  C64 1.090
72 H 25.11 20.99 2.84  C64 1.090
73 H 24.78 18.78 0.87  C65 1.090
74 H 26.39 19.21 1.57  C65 1.090
75 C 21.58 16.01 7.54  C76 1.594, H80 1.090, H81 1.090, H82 1.090
76 C 22.77 15.30 8.32  C75 1.594, C77 1.542, H83 1.090, H84 1.090
77 C 22.06 14.44 9.38  C76 1.542, C78 1.477, H85 1.090, H86 1.090
78 C 21.07 15.16 10.21  C77 1.477, N79 1.141
79 N 20.37 15.69 10.93  C78 1.141
80 H 22.02 16.69 6.81  C75 1.090
81 H 20.94 16.63 8.18  C75 1.090
82 H 20.92 15.24 7.16  C75 1.090
83 H 23.43 15.99 8.84  C76 1.090
84 H 23.26 14.56 7.68  C76 1.090
85 H 22.78 14.00 10.07  C77 1.090
86 H 21.60 13.64 8.80  C77 1.090
87 C 14.10 18.58 2.59  C88 1.557, H92 1.090, H93 1.090, H94 1.090
88 C 12.77 19.05 1.93  C87 1.557, C89 1.488, H95 1.090, H96 1.090
89 C 12.70 20.41 1.33  C88 1.488, C90 1.484, H97 1.090, H98 1.090
90 C 13.22 21.52 2.17  C89 1.484, N91 1.160
91 N 13.61 22.42 2.79  C90 1.160
92 H 14.54 19.52 2.90  C87 1.090
93 H 14.66 18.18 1.75  C87 1.090
94 H 14.06 17.90 3.45  C87 1.090
95 H 12.09 19.10 2.77  C88 1.090
96 H 12.39 18.24 1.31  C88 1.090
97 H 11.74 20.72 0.91  C89 1.090
98 H 13.43 20.21 0.54  C89 1.090
99 C 17.89 20.20 2.31  C100 1.509, H104 1.090, H105 1.090, H106 1.090
100 C 19.20 19.51 2.58  C99 1.509, C101 1.502, H107 1.090, H108 1.090
101 C 19.22 18.94 3.97  C100 1.502, C102 1.465, H109 1.090, H110 1.090
102 C 20.53 18.72 4.58  C101 1.465, N103 1.155
103 N 21.54 18.57 5.11  C102 1.155
104 H 17.53 20.90 3.07  C99 1.090
105 H 17.00 19.63 2.03  C99 1.090
106 H 18.08 20.86 1.47  C99 1.090
107 H 20.15 20.05 2.58  C100 1.090
108 H 19.41 18.76 1.82  C100 1.090
109 H 18.64 18.02 3.94  C101 1.090
110 H 18.70 19.66 4.61  C101 1.090
111 C 16.27 15.96 1.42  C112 1.522, H116 1.090, H117 1.090, H118 1.090
112 C 15.00 16.18 0.60  C111 1.522, C113 1.435, H119 1.090, H120 1.090
113 C 14.82 15.14 -0.36  C112 1.435, C114 1.443, H121 1.090, H122 1.090
114 C 14.09 13.99 0.12  C113 1.443, N115 1.151
115 N 13.58 13.01 0.43  C114 1.151
116 H 16.69 16.86 1.88  C111 1.090
117 H 17.09 15.50 0.88  C111 1.090
118 H 16.02 15.18 2.14  C111 1.090
119 H 15.03 17.10 0.01  C112 1.090
120 H 14.15 16.29 1.27  C112 1.090
121 H 15.72 14.95 -0.95  C113 1.090
122 H 14.23 15.60 -1.15  C113 1.090

---

Energy relative to the best compared isomer or geometry (same formula, charge and spin): 0.000, 3.973 (eV)